Record 1
Here is a molecular structure, C49H50Cl2N6O4Ti in a non-equilibrium geometry from the OMol25 dataset. Energies are from ωB97M-V/def2-TZVPD.

XYZ file:
```
112
Properties=species:S:1:pos:R:3:mulliken_charge:R:1
Ti 0.391 0.461 0.288 -1.049
C -1.171 -2.342 1.599 -0.658
O -0.608 -1.054 1.807 1.273
C -0.367 -0.704 3.135 1.150
C -0.695 -1.474 4.221 -0.479
C -0.451 -0.983 5.515 -1.077
C 0.111 0.274 5.661 -0.501
C 0.451 1.055 4.562 -1.658
C 0.236 0.571 3.260 0.126
N 0.505 1.207 2.113 1.138
N 1.051 2.507 2.213 -1.363
C 0.648 3.386 1.308 -0.474
C -0.326 3.202 0.258 0.679
O -0.853 1.966 0.060 -0.383
C -0.697 4.251 -0.562 -0.221
C -0.148 5.531 -0.491 -1.519
C 0.861 5.760 0.458 1.433
C 1.516 7.020 0.579 -1.118
C 2.507 7.239 1.493 -0.316
C 2.915 6.197 2.355 -0.785
C 2.297 4.974 2.267 -0.840
C 1.265 4.714 1.341 0.674
H -2.115 -2.426 2.143 0.454
H -1.362 -2.446 0.540 -0.361
H -0.466 -3.111 1.912 0.196
H -1.121 -2.459 4.092 0.343
H -0.688 -1.596 6.375 0.340
H 0.300 0.662 6.658 0.337
H 0.887 2.038 4.669 0.451
H -1.465 4.030 -1.300 0.417
H -0.480 6.328 -1.148 0.272
H 1.204 7.819 -0.089 0.325
H 2.983 8.213 1.552 0.345
H 3.709 6.360 3.075 0.372
H 2.591 4.156 2.913 0.266
N -3.163 -0.167 -0.071 -0.551
C -2.800 -0.200 -1.484 -0.443
C -1.784 -1.290 -1.782 0.067
N -0.436 -1.028 -1.238 1.536
H -3.838 0.575 0.075 0.330
H -2.360 0.130 0.479 -0.047
H -2.422 0.766 -1.845 0.101
H -3.701 -0.437 -2.061 0.610
H -1.721 -1.419 -2.867 -0.704
H -2.152 -2.232 -1.369 0.508
H 0.026 -1.916 -0.970 -0.654
H 0.164 -0.695 -1.992 -0.356
C 4.495 -1.225 0.570 -2.109
C 3.312 -0.582 1.322 3.564
C 3.810 0.724 1.946 -2.447
C 2.158 -0.321 0.355 0.055
C 2.879 -1.590 2.394 -0.055
C 2.341 -2.814 1.980 -0.278
C 2.011 -3.793 2.900 -0.607
C 2.183 -3.571 4.264 -0.713
C 2.686 -2.354 4.687 -0.699
C 3.036 -1.376 3.760 0.144
H 4.892 -0.512 -0.159 0.492
H 4.177 -2.120 0.032 0.375
H 5.298 -1.502 1.261 0.393
H 4.168 1.388 1.154 0.420
H 4.657 0.546 2.619 0.491
H 3.021 1.250 2.479 0.328
H 2.505 -0.487 -0.685 0.614
H 2.162 -2.989 0.926 0.249
H 1.601 -4.733 2.545 0.382
H 1.900 -4.329 4.986 0.353
H 2.785 -2.142 5.746 0.351
H 3.401 -0.423 4.119 0.204
C 1.977 5.043 -3.967 -1.741
C 1.724 3.799 -3.165 1.339
C 2.592 3.378 -2.176 -1.090
C 2.282 2.256 -1.419 0.151
N 1.165 1.551 -1.602 1.400
C 0.332 1.949 -2.569 -0.610
C 0.574 3.040 -3.373 -0.665
H 2.899 5.532 -3.658 0.371
H 1.156 5.749 -3.832 0.356
H 2.050 4.811 -5.033 0.337
H 3.488 3.938 -1.940 0.385
H 2.907 1.920 -0.601 -0.674
H -0.594 1.396 -2.660 -0.324
H -0.163 3.328 -4.113 0.383
Cl -2.849 -1.955 -5.898 -0.245
C -1.506 -0.841 -5.928 0.879
C -1.694 0.401 -6.504 -0.657
C -0.639 1.298 -6.559 -0.470
C 0.573 0.950 -5.982 -0.781
C 0.735 -0.278 -5.365 1.323
Cl 2.198 -0.587 -4.502 -0.089
C -0.287 -1.243 -5.360 -1.825
N -0.131 -2.480 -4.775 0.085
C 0.916 -3.389 -5.084 0.110
C 1.652 -3.236 -6.255 -0.266
C 2.679 -4.116 -6.551 -0.704
C 2.957 -5.165 -5.686 -0.760
C 2.204 -5.323 -4.534 -0.588
C 1.171 -4.448 -4.206 0.479
C 0.418 -4.619 -2.921 -0.622
C 1.280 -4.278 -1.654 0.370
O 2.410 -4.781 -1.615 -0.734
O 0.700 -3.565 -0.798 -0.612
H -2.662 0.650 -6.916 0.428
H -0.769 2.269 -7.016 0.424
H 1.398 1.648 -5.958 0.426
H -0.987 -2.922 -4.480 0.596
H 1.424 -2.419 -6.928 0.382
H 3.259 -3.978 -7.456 0.383
H 3.769 -5.850 -5.899 0.359
H 2.433 -6.110 -3.828 0.402
H 0.120 -5.666 -2.808 0.379
H -0.488 -4.019 -2.877 0.016
```

Summary:
* relative energy (zero: lowest compared OMol25 entry of this formula, charge and spin): 0.000 eV
* net charge: -2
* frontier orbital gap (alpha / beta): 3.527 / 3.528 eV


Record 2
Here is a molecular structure, C49H50Cl4N4O2P4STi in a non-equilibrium geometry from the OMol25 dataset. Energies are from ωB97M-V/def2-TZVPD.

XYZ file:
```
115
Properties=species:S:1:pos:R:3:mulliken_charge:R:1
Ti 0.380 -0.820 0.830 0.429
N -1.455 0.033 2.089 -0.810
N -1.183 0.499 3.385 -0.505
C 0.001 0.266 3.970 1.247
N 0.161 0.705 5.217 -0.493
S 1.240 -0.536 3.165 -0.641
H -1.828 0.823 1.551 -0.184
H -2.173 -0.689 2.164 0.348
H -1.905 1.039 3.843 0.359
H -0.577 1.144 5.742 0.219
H 1.054 0.584 5.666 0.265
C 0.077 1.408 -2.737 -3.241
N 0.645 2.540 -2.062 0.968
C 1.491 2.368 -0.925 -1.662
P 0.717 1.921 0.715 2.985
C -0.839 2.850 0.947 -0.692
C -1.158 3.365 2.210 -0.393
C -2.403 3.928 2.453 -0.954
C -3.357 3.979 1.444 -0.875
C -3.057 3.466 0.192 -1.003
C -1.814 2.896 -0.053 -0.158
C 1.944 2.741 1.787 0.890
C 3.062 2.056 2.255 -0.123
C 4.073 2.736 2.922 -1.203
C 3.982 4.103 3.121 -0.744
C 2.885 4.802 2.630 -1.098
C 1.879 4.130 1.958 -0.686
C 0.223 3.819 -2.476 1.545
C 0.609 4.983 -1.799 -0.631
C 0.159 6.225 -2.216 -0.938
C -0.689 6.354 -3.306 -0.644
C -1.077 5.210 -3.978 -0.864
C -0.635 3.956 -3.573 -0.370
P 0.338 -0.295 -2.076 2.820
C 2.023 -0.759 -2.563 0.614
C 2.894 0.144 -3.169 -0.821
C 4.165 -0.264 -3.548 -0.990
C 4.569 -1.575 -3.344 -1.021
C 3.702 -2.484 -2.752 -0.939
C 2.441 -2.074 -2.350 -0.889
C -0.695 -1.137 -3.364 0.828
C -1.995 -0.711 -3.656 -0.890
C -2.763 -1.352 -4.616 -0.972
C -2.252 -2.437 -5.311 -0.780
C -0.958 -2.857 -5.054 -0.714
C -0.186 -2.212 -4.097 -0.196
H 0.367 1.371 -3.795 0.940
H -1.016 1.486 -2.744 0.997
H 2.059 3.273 -0.740 1.130
H 2.238 1.582 -1.082 -0.476
H -0.417 3.354 3.000 0.594
H -2.622 4.349 3.425 0.531
H -4.322 4.430 1.631 0.446
H -3.785 3.518 -0.607 0.563
H -1.601 2.518 -1.040 0.749
H 3.164 0.997 2.076 0.320
H 4.940 2.191 3.273 0.534
H 4.771 4.630 3.640 0.433
H 2.821 5.874 2.760 0.469
H 1.046 4.694 1.555 0.464
H 1.261 4.956 -0.938 0.311
H 0.482 7.105 -1.675 0.436
H -1.034 7.327 -3.624 0.425
H -1.728 5.279 -4.840 0.420
H -0.951 3.101 -4.152 0.379
H 2.592 1.168 -3.354 0.346
H 4.838 0.445 -4.012 0.479
H 5.558 -1.890 -3.648 0.483
H 4.009 -3.511 -2.599 0.518
H 1.772 -2.788 -1.881 0.684
H -2.435 0.138 -3.156 0.486
H -3.761 -0.992 -4.829 0.483
H -2.851 -2.937 -6.060 0.433
H -0.533 -3.683 -5.607 0.487
H 0.828 -2.551 -3.947 0.534
C -0.923 -2.901 4.738 -1.625
P -0.976 -3.029 2.911 2.008
C -0.379 -4.736 2.646 -1.473
C -2.755 -3.205 2.540 0.352
C -3.694 -3.754 3.415 -1.107
C -5.016 -3.898 3.035 -0.854
C -5.423 -3.494 1.768 -0.992
C -4.506 -2.939 0.895 -1.438
C -3.169 -2.777 1.276 0.517
P -1.988 -2.067 0.061 1.128
C -1.851 -3.410 -1.152 -0.903
C -3.046 -0.744 -0.655 -0.738
H -1.507 -2.043 5.077 0.408
H 0.114 -2.748 5.040 0.433
H -1.292 -3.795 5.241 0.590
H -0.943 -5.452 3.245 0.555
H 0.677 -4.796 2.909 0.476
H -0.470 -4.997 1.592 0.257
H -3.387 -4.087 4.397 0.399
H -5.732 -4.332 3.721 0.429
H -6.455 -3.611 1.465 0.458
H -4.842 -2.629 -0.087 0.377
H -2.836 -3.791 -1.419 0.546
H -1.272 -4.208 -0.685 0.302
H -1.330 -3.081 -2.048 0.050
H -3.694 -0.351 0.130 0.603
H -3.679 -1.098 -1.468 0.697
H -2.426 0.069 -1.026 -0.609
Cl 6.829 -2.604 -0.033 -0.154
C 5.133 -2.644 0.213 0.400
C 4.466 -3.873 0.302 0.401
Cl 5.347 -5.338 0.165 -0.151
C 3.082 -3.920 0.476 0.355
Cl 2.218 -5.402 0.476 -0.173
C 2.392 -2.724 0.581 -1.304
O 1.065 -2.557 0.706 0.412
C 3.053 -1.510 0.460 -0.791
O 2.212 -0.464 0.471 0.795
C 4.424 -1.447 0.283 0.482
Cl 5.173 0.083 0.082 -0.107
```

Summary:
* relative energy (zero: lowest compared OMol25 entry of this formula, charge and spin): 0.945 eV
* net charge: +2
* frontier orbital gap: 6.140 eV